C30H27CaCl3N7O7S2 as an isolated structure at a distorted geometry, computed with ωB97M-V/def2-TZVPD.

Structure (XYZ):
```
77
Properties=species:S:1:pos:R:3:forces:R:3
Ca -0.5371 -0.5050 -0.5076 -1.2386 0.2266 -0.2679
Cl -1.8545 -7.0060 3.2828 -0.0580 -0.2671 0.1099
C -1.4027 -5.4575 2.6266 -0.1807 -0.0626 -0.2244
C -0.4413 -4.6855 3.2951 -0.0758 0.0452 -0.1088
C -0.0973 -3.4616 2.8092 0.1091 0.1849 -0.0318
C -0.6891 -2.8955 1.6208 -0.3015 -0.9015 0.3970
O -0.4055 -1.7392 1.2461 0.2532 -0.2719 0.9041
C -1.6321 -3.7537 0.9390 0.4864 0.3153 0.4700
C -2.2246 -3.3488 -0.2917 -0.5000 -0.4861 -0.3358
O -2.0135 -2.3298 -0.9308 -0.1161 -0.3223 -0.0136
C -1.9745 -5.0078 1.4713 0.0862 0.0281 0.0899
H 0.0140 -5.0765 4.1943 0.0431 0.0057 0.0569
H 0.6462 -2.8675 3.3211 0.0303 0.0835 0.0119
H -2.9595 -4.0865 -0.7016 0.1288 0.1762 0.0523
H -2.6984 -5.6166 0.9470 -0.0791 -0.0843 -0.0361
Cl 6.2926 0.1045 -3.4827 0.3483 -0.0457 -0.0830
C 4.6209 0.1438 -3.0152 -0.1024 -0.2455 0.0742
C 3.9042 1.3346 -3.2140 -0.3056 -0.1722 0.1906
C 2.5919 1.3801 -2.8440 -0.0431 -0.0142 -0.0256
Cl 1.6700 2.8219 -3.0545 -0.0707 0.3195 -0.1424
C 1.8687 0.2619 -2.2708 1.0917 -0.1218 -0.4564
O 0.6703 0.3572 -1.9701 0.9249 0.8522 -1.2481
C 2.6611 -0.9351 -2.1174 -0.2806 0.7273 -0.0180
C 2.0575 -2.1139 -1.5952 0.6071 -0.6488 -0.1385
O 0.8831 -2.2966 -1.2982 -0.0651 -0.1489 0.1683
C 4.0196 -0.9601 -2.4817 -0.0447 0.1073 -0.0303
H 4.3952 2.1908 -3.6539 -0.0525 0.0660 0.0270
H 2.7606 -2.9733 -1.4930 -0.1144 0.1193 -0.0027
H 4.5793 -1.8740 -2.3453 0.1018 -0.0954 0.0249
N -1.6252 3.4441 -0.2252 0.2481 0.1291 0.5482
C -2.1255 2.9605 -1.3832 -0.8457 0.9528 -0.7896
N -1.7777 1.8702 -1.9476 0.6045 -0.4706 0.5216
C -2.3580 1.6942 -3.1653 -0.7440 0.9069 -0.1993
C -3.1952 2.7001 -3.5476 0.1470 -0.0745 0.0812
S -3.2672 3.9327 -2.3392 0.4614 -0.4408 0.1697
C -2.0748 0.4749 -3.8932 -0.0290 -0.1796 -1.2295
C -2.2139 0.2776 -5.2361 0.1107 -0.0711 0.2550
S -1.6810 -1.3142 -5.6696 0.0243 0.1117 0.6595
C -1.3202 -1.5893 -3.9466 -0.5377 0.0424 -1.5111
N -1.5904 -0.5897 -3.1991 0.1739 0.0020 1.0029
N -0.9045 -2.7896 -3.5170 0.1770 -0.5235 0.2422
H -1.0927 2.7280 0.2608 -0.0458 0.0377 0.0831
H -2.2712 3.9490 0.3633 0.0851 -0.1010 -0.0095
H -3.7562 2.8164 -4.4500 -0.2142 -0.1724 -0.2562
H -2.5446 0.9574 -5.9960 -0.0180 0.2146 -0.0499
H -0.4870 -3.4178 -4.1805 0.1160 0.0589 0.1421
H -0.5606 -2.7739 -2.5625 0.1188 -0.3283 -0.2022
C -4.6409 0.0314 1.7492 -0.2587 0.0311 0.4068
C -3.6083 0.0817 0.7520 -0.1012 0.0210 -0.2356
N -2.8124 0.0856 -0.0648 -0.4181 0.0111 0.0001
H -4.1903 -0.2938 2.6850 -0.0763 -0.0208 0.0511
H -5.4207 -0.6644 1.4370 0.0314 0.0430 0.0757
H -5.0582 1.0256 1.8968 -0.0105 -0.0103 0.0101
C 2.1955 3.6743 0.5540 0.1232 -0.1917 0.1963
C 2.8544 2.6859 1.5063 -0.1495 0.0689 0.0498
C 1.8435 1.8659 2.3344 0.6304 -0.1159 -0.1269
C 2.6386 0.8900 3.2384 -0.0977 -0.0225 0.0478
C 1.7490 -0.0511 4.0402 0.1858 0.1181 -0.0714
C 1.0478 2.7535 3.2672 0.0342 -0.0827 -0.2167
O 1.5362 3.6327 3.9487 0.1600 0.0003 0.1188
N -0.2723 2.4330 3.3531 -0.5691 0.0383 0.1003
C -1.0252 1.7566 2.3521 0.2236 0.4780 0.8469
O -2.2421 1.8149 2.4545 -0.2876 0.0686 0.1796
N -0.3620 1.1638 1.3688 -0.3204 -0.3717 -0.7983
C 0.9712 1.0439 1.3669 0.4662 0.7952 1.0527
O 1.5306 0.2984 0.5785 0.4813 -0.2793 -0.2099
H 2.9603 4.1898 -0.0221 -0.0244 0.0881 -0.1473
H 1.6248 4.4170 1.1058 -0.1180 0.1481 0.0441
H 1.5306 3.1611 -0.1353 -0.0821 0.0129 -0.1874
H 3.5092 3.2271 2.1937 -0.0193 -0.1129 0.0571
H 3.4603 1.9773 0.9358 -0.0455 -0.0039 0.0843
H 3.2612 1.4851 3.9140 -0.0114 0.0128 -0.1256
H 3.2949 0.3040 2.5909 -0.0347 0.0805 -0.0408
H 1.1110 0.4994 4.7283 -0.0909 -0.0008 0.0890
H 2.3665 -0.7312 4.6241 -0.0259 -0.1304 0.0454
H 1.1209 -0.6276 3.3647 -0.1302 -0.1482 -0.0039
H -0.8337 2.9351 4.0312 0.1208 0.0124 -0.1640
```
Forces are in eV/Å.

The highest occupied orbital energy comes out at -5.12 eV. The value obtained for the energy relative to the best compared isomer or geometry (same formula, charge and spin) is 39.7 kcal/mol. The spin multiplicity is 1. As for the net charge: -1. The orbital gap comes out at 7.4 eV.